# 1
Molecular formula: C16H28CaGeNO4Se2
Method: DFT, ωB97M-V with the def2-TZVPD basis set

The gap between HOMO and LUMO comes out at 5.3 eV. The total charge is -1. The spin multiplicity is 1. The total energy is -232374.8135 eV. The value obtained for the strongest force on any atom is 0.29 eV/A.

Each line ends with the natural charge from an NBO analysis.
Cartesian coordinates (Å):
H -4.980 1.997 1.033  0.211
H 0.254 -5.331 0.998  0.202
H 1.869 -4.159 2.088  0.207
H 1.367 5.076 -0.470  0.192
C -3.837 1.412 -1.969  -1.085
H 2.948 3.949 -2.057  0.180
C 1.274 4.008 -0.635  -0.220
H -1.282 -5.282 1.908  0.202
H -0.211 3.762 0.857  0.208
Ca 1.259 -1.107 -0.861  1.698
H -3.774 4.406 -0.819  0.211
Se -0.678 -2.959 1.072  0.346
C 4.422 -3.107 1.539  -0.802
O 3.299 -0.031 -2.112  -0.655
O 0.232 -0.326 1.044  -0.998
H -2.072 4.318 -1.325  0.236
C 3.138 1.154 -2.319  0.795
H -3.536 2.140 2.058  0.230
H 5.211 -2.555 1.034  0.230
C 0.319 -2.783 2.739  -0.600
C 0.177 -2.588 -2.605  -1.399
N 1.308 1.235 -0.892  -0.702
C 1.772 -3.222 2.637  -0.565
C 2.160 3.373 -1.587  -0.465
H 3.536 2.679 -3.328  0.494
C 0.394 3.297 0.091  -0.238
H -0.828 -2.883 -2.265  0.172
H -4.830 1.859 -2.031  0.210
H 2.211 -3.360 3.629  0.208
C -1.154 1.173 -0.383  -0.798
H 4.771 -3.421 2.521  0.208
C -0.748 -4.907 1.038  -0.827
O -0.791 1.500 2.058  -0.744
C 2.136 1.992 -1.576  0.078
H 4.146 -3.974 0.941  0.214
H -0.197 -3.374 3.500  0.208
C -0.320 0.880 0.873  0.536
C 0.249 1.838 -0.133  0.105
H -1.278 -5.191 0.132  0.233
H -3.963 0.579 1.343  0.224
H 0.034 -2.084 -3.571  0.178
C -2.785 4.026 -0.555  -1.091
H -1.104 0.376 -1.126  0.219
H -3.291 1.649 -2.882  0.226
H 0.710 -3.524 -2.829  0.173
Ge -2.860 2.074 -0.398  1.636
C -3.953 1.657 1.175  -1.093
O 3.871 1.771 -3.260  -0.669
Se 2.899 -1.909 1.723  0.299
H -2.475 4.482 0.383  0.225
H -1.305 0.813 2.500  0.463
H 0.234 -1.724 2.984  0.267
H -3.947 0.328 -1.913  0.227

---

# 2
Molecular formula: C16H28N3O4S
Method: DFT, ωB97M-V with the def2-TZVPD basis set

The gap between HOMO and LUMO comes out at 9.3 eV. The total charge is +1. The energy above the lowest of the compared OMol25 structures with the same formula, charge and spin is 0.000 eV. The spin multiplicity is 1. The total energy is -40534.9100 eV. The structure (SMILES) is CN(C)S(=O)(=O)c1ccc(C(=O)NCC[N+]2(C)CCCCCC2)o1. The value obtained for the strongest force on any atom is 1.27 eV/A.

Each line ends with the natural charge from an NBO analysis.
Cartesian coordinates (Å):
N 5.073 2.000 1.467  -0.659
H -1.856 -3.323 1.444  0.230
C 2.024 3.284 -0.119  -0.275
C 2.759 2.165 0.166  0.001
C -2.621 -3.464 -0.895  -0.412
H -0.363 -1.174 -0.827  0.240
H -3.088 -3.281 -1.859  0.236
C -4.374 -0.239 -1.864  -0.400
N 0.027 -0.494 1.344  -0.625
H -2.948 -0.385 0.427  0.279
C 6.087 1.080 1.941  -0.425
C 0.685 2.960 0.179  -0.204
O -1.567 1.065 0.973  -0.632
C 0.699 1.658 0.622  0.137
H 5.535 3.595 2.708  0.218
C -1.852 -0.267 -2.028  -0.438
C -3.308 -1.387 0.179  -0.257
H 5.817 0.087 1.592  0.239
H -1.784 -4.146 -1.041  0.233
C -0.895 -1.472 1.862  -0.252
H -4.809 -2.231 -1.159  0.206
H -5.344 -0.943 -0.109  0.244
H 1.019 -0.668 1.404  0.427
H 6.099 1.097 3.030  0.212
C -1.298 -2.579 0.871  -0.214
H -1.964 0.560 -1.327  0.235
N -2.142 -2.195 -0.308  -0.220
H -0.177 3.589 0.083  0.253
H 2.400 4.208 -0.505  0.258
H -3.222 0.249 -3.585  0.235
O 4.443 0.264 -0.264  -0.922
O 5.024 2.533 -1.066  -0.905
H 6.279 3.694 1.091  0.206
H -1.004 -2.233 -2.079  0.222
H -1.773 -0.931 2.222  0.243
H 7.082 1.336 1.564  0.194
C -3.172 -0.474 -2.771  -0.408
H -5.286 -0.255 -2.462  0.228
O 1.970 1.182 0.613  -0.392
C -4.518 -1.266 -0.746  -0.414
H 4.541 3.985 1.288  0.210
H -0.393 -3.055 0.485  0.227
H -4.288 0.757 -1.425  0.210
H -3.644 -1.875 1.097  0.220
C -1.278 -1.493 -1.326  -0.221
S 4.481 1.679 -0.057  2.310
C -0.387 0.761 1.010  0.638
H -1.081 0.028 -2.743  0.245
H -3.345 -3.937 -0.233  0.231
C 5.384 3.400 1.648  -0.422
H -3.212 -1.465 -3.226  0.192
H -0.435 -1.981 2.714  0.237

---

# 3
Molecular formula: C16H28N4RuS2
Method: DFT, ωB97M-V with the def2-TZVPD basis set

The gap between HOMO and LUMO (spin up / spin down) comes out at 7.2 / 6.1 eV. The total charge is +1. The energy above the lowest of the compared OMol25 structures with the same formula, charge and spin is 0.000 eV. The spin multiplicity is 2. The total energy is -47255.0203 eV. The value obtained for the strongest force on any atom is 2.07 eV/A.

Each line ends with the Mulliken spin population.
Cartesian coordinates (Å):
H 0.930 2.740 -6.456  0.001
C 0.432 2.280 -5.613  0.012
H -2.962 -0.684 2.449  0.000
C -2.017 -0.295 2.053  0.004
C -0.992 -2.459 1.801  0.001
C -0.913 1.925 -5.688  0.010
C 1.139 2.052 -4.451  -0.005
H 1.274 -1.721 -1.538  -0.004
C 2.175 -1.067 1.554  0.003
C -2.293 1.058 1.427  -0.012
H -0.702 -4.374 0.852  0.000
H -1.879 -2.987 2.164  0.000
N -1.078 1.697 0.920  0.053
H -2.575 1.061 -4.650  0.001
C 2.357 -1.641 0.162  -0.012
H 3.162 -1.009 2.027  0.000
H -0.930 3.382 2.162  -0.003
C -0.299 2.557 1.816  -0.006
C 0.522 1.470 -3.337  0.029
H -1.331 -0.181 2.892  0.000
H -0.500 -3.015 -1.064  0.000
H -2.966 0.918 0.579  0.000
H 2.961 -0.947 -0.425  -0.001
N 1.507 0.242 1.534  -0.006
C 1.207 0.675 2.905  0.002
H 0.987 -3.904 -0.738  -0.003
H 1.560 -1.738 2.153  0.001
H 0.896 2.719 3.515  0.000
C -0.128 -3.460 1.005  0.000
H -0.483 1.689 3.776  0.000
H -1.348 2.285 0.134  -0.004
Ru -0.027 0.160 -0.386  0.592
H 0.497 2.986 1.205  0.000
H 0.732 -0.173 3.399  0.000
H 2.902 -2.587 0.243  -0.003
C 0.309 1.920 3.062  0.000
H 2.141 0.857 3.445  0.000
H -0.444 -2.143 2.689  0.000
H 2.184 2.331 -4.383  0.001
H -2.798 1.689 2.166  -0.003
H 2.128 0.916 1.096  0.000
S -1.685 0.304 -2.127  0.149
H -1.480 2.095 -6.593  0.001
N 1.086 -1.818 -0.543  0.051
S 1.490 1.279 -1.896  0.141
C 0.356 -3.080 -0.390  -0.005
C -1.530 1.342 -4.601  -0.003
H -2.080 -1.461 0.387  0.000
H 0.727 -3.743 1.622  0.000
N -1.399 -1.232 1.105  -0.007
C -0.821 1.092 -3.419  0.027

---

# 4
Molecular formula: C16H28N5NaOS
Method: DFT, ωB97M-V with the def2-TZVPD basis set

The gap between HOMO and LUMO comes out at 8.7 eV. The total charge is +2. The energy above the lowest of the compared OMol25 structures with the same formula, charge and spin is 0.281 eV. The spin multiplicity is 1. The total energy is -41785.1614 eV. The value obtained for the strongest force on any atom is 0.62 eV/A.

Each line ends with the natural charge from an NBO analysis.
Cartesian coordinates (Å):
C -1.015 -1.025 2.210  -0.088
H 4.285 -1.973 1.244  0.395
H -2.128 -5.190 0.884  0.235
H 4.458 -1.732 -0.326  0.388
H 0.610 -3.302 2.460  0.191
N -1.195 2.738 0.088  -0.489
O 0.327 -0.630 2.603  -0.792
H -2.357 -5.521 -1.567  0.241
H -0.835 -4.249 -3.096  0.241
C -1.619 -4.836 -1.172  -0.125
H -3.466 4.669 -3.678  0.258
C -0.532 -3.773 0.679  0.213
C -2.031 3.777 0.013  0.353
C -0.778 -4.134 -2.023  -0.247
C -1.358 -2.428 2.682  -0.426
H -0.661 -4.465 2.679  0.250
H -1.360 -2.449 3.775  0.222
H -1.463 4.825 1.762  0.255
H 4.001 2.083 0.955  0.243
H -1.038 -0.944 1.122  0.197
N 4.032 -1.329 0.501  -0.893
C -0.865 2.099 -1.024  0.324
H 2.690 0.916 1.080  0.229
H -3.169 3.000 -4.184  0.252
H 3.434 0.438 -1.394  0.432
S 0.161 0.719 -1.045  -0.455
H -1.131 1.956 -3.029  0.442
C -2.234 3.554 -2.349  0.329
H -1.893 4.214 -4.345  0.255
C 4.628 -0.002 0.798  -0.258
N 0.285 -3.099 -0.144  -0.554
C -2.568 4.224 -1.203  -0.322
H -2.798 3.709 1.985  0.255
C 3.636 1.129 0.582  -0.233
H 0.339 -0.517 3.559  0.496
H 2.287 1.553 -0.998  0.471
C -1.494 -4.651 0.193  -0.239
H 0.827 -2.721 -2.097  0.193
H 5.521 0.167 0.192  0.212
Na 1.457 -1.566 1.024  0.893
C -0.420 -3.534 2.167  -0.439
C 0.152 -3.283 -1.462  0.051
H -2.382 -2.645 2.368  0.234
H 3.906 2.014 -1.321  0.441
N -1.384 2.507 -2.217  -0.517
H -3.079 5.262 1.166  0.236
H -1.720 -0.293 2.603  0.202
C -2.722 3.880 -3.717  -0.668
N 3.316 1.311 -0.877  -0.715
H 4.958 0.036 1.836  0.240
C -2.375 4.445 1.300  -0.661
H -3.238 5.068 -1.244  0.253